{
  "formula": "C16H48O16",
  "method": "wB97M-V/def2-TZVPD",
  "de_lowest_kcal_mol": 31.5,
  "smiles": "OCCO.OCCO.OCCO.OCCO.OCCO.OCCO.OCCO.OCCO",
  "multiplicity": 1,
  "mol_weight_g_mol": 496.5,
  "fmax_ha_per_bohr": 0.0572,
  "gap_ev": 9.93,
  "homo_ev": -9.50,
  "elements": ["C", "C", "H", "C", "O", "H", "H", "O", "H", "H", "H", "C", "H", "H", "C", "H", "H", "C", "H", "O", "H", "H", "H", "H", "H", "H", "H", "H", "C", "H", "H", "H", "C", "H", "H", "H", "O", "O", "H", "O", "C", "H", "O", "H", "H", "H", "H", "C", "H", "C", "C", "H", "H", "H", "H", "H", "C", "O", "H", "O", "H", "O", "H", "H", "H", "H", "C", "O", "O", "C", "O", "O", "H", "O", "H", "C", "H", "H", "H", "O"],
  "positions_angstrom": [[3.005, -1.248, -3.945], [0.132, -3.640, 2.039], [0.430, -1.787, 3.683], [-3.379, -2.172, -2.989], [3.611, 4.105, 3.659], [0.583, 0.206, 1.617], [1.892, -3.108, 1.303], [2.897, -3.932, -0.073], [0.973, -5.844, -2.049], [0.907, -0.971, -0.395], [1.106, -3.724, -1.225], [3.205, 2.727, 3.538], [-0.448, -3.088, 1.299], [3.757, 2.129, 4.262], [-0.459, -3.449, 3.419], [3.777, -4.294, -0.202], [3.639, -1.408, -4.817], [-3.036, 2.125, -0.866], [2.563, -3.965, -2.100], [-1.493, -3.585, -2.770], [0.372, -0.903, -2.964], [-1.365, 6.766, 1.700], [1.579, 2.888, 4.894], [1.634, -2.807, -4.600], [0.104, -3.963, 4.198], [1.690, 1.080, 0.606], [-2.869, 3.621, -2.484], [-0.714, -0.252, -0.478], [-1.754, 5.050, 2.569], [0.185, 1.400, -1.822], [-2.802, 1.953, -2.830], [-2.798, -0.992, -4.341], [1.608, -1.771, -4.261], [-3.934, 5.658, 2.198], [-0.739, 3.403, -1.589], [-4.117, 1.994, -0.919], [1.434, -2.922, 2.126], [0.674, -1.785, -3.194], [1.469, -6.294, -0.440], [-0.188, 1.969, 0.911], [1.785, -5.748, -1.329], [0.233, -4.687, 1.755], [-1.312, 5.848, 1.426], [-3.629, -2.801, -3.843], [-1.821, 2.878, 0.317], [-2.979, 7.617, 2.828], [-1.804, 3.999, 2.284], [1.713, 2.594, 3.853], [-3.018, -3.422, -1.210], [-2.424, -2.930, -1.980], [2.048, -4.271, -1.190], [-3.540, 4.898, 3.663], [2.239, 0.190, -2.963], [-1.069, 5.165, 3.409], [1.531, 4.041, 2.681], [1.284, -1.173, -5.112], [0.638, 0.816, 0.716], [-2.764, 3.006, 0.187], [0.224, 2.555, 1.549], [-1.028, 2.683, -2.154], [-1.894, -2.188, -1.383], [0.949, 3.323, 2.939], [-4.311, -2.007, -2.448], [3.320, 2.464, 2.486], [3.573, -6.674, -1.166], [1.431, 1.544, 3.778], [-2.432, 2.692, -2.119], [-2.739, -0.981, -3.382], [0.647, 0.562, -1.748], [-3.160, 5.644, 2.965], [-2.976, 6.960, 3.528], [2.876, 0.128, -3.678], [3.938, 4.144, 4.561], [-0.476, -2.073, 3.817], [3.373, -1.815, -3.089], [0.354, -0.033, -0.462], [-0.816, -2.957, -3.033], [-2.633, 1.134, -0.660], [-1.435, -3.933, 3.382], [2.972, -6.364, -1.848]]
}